# 1
C26H58NO7P2 | ωB97M-V/def2-TZVPD

Its strongest force on any atom is 1.452 eV/A. The charge is +1. The value obtained for the relative energy (zero: lowest compared OMol25 entry of this formula, charge and spin) is 0.00 kJ/mol. As for the electronic energy: -2289.25099 Ha. The orbital gap is 7.4256 eV. The multiplicity is 1. For the LUMO energy, the calculation gives -4.2 eV. The HOMO energy comes out at -11.6 eV.

```
94
Properties=species:S:1:pos:R:3:forces:R:3:mulliken_charge:R:1
C -0.791308 -2.568157 -0.944839 0.3 0.0 0.0 0.643
C -0.517122 -1.680478 -1.699200 0.0 -0.1 0.2 -0.917
C -0.094257 -0.545905 -2.505434 -0.3 0.0 -0.2 -0.993
P 0.886182 0.567570 -1.454569 -0.1 0.0 0.1 0.309
P 0.096705 0.532214 0.644126 0.1 -0.8 1.2 0.433
O 0.573613 -0.682004 1.342208 0.1 0.0 -0.2 -0.590
C 2.585730 0.049690 -1.314855 0.6 0.0 0.0 0.893
C 3.067472 -1.105281 -1.918880 -0.4 0.2 0.0 -0.191
C 4.396690 -1.442937 -1.719468 0.5 -0.6 0.0 -0.740
N 5.271255 -0.755537 -0.981620 -1.0 0.4 -0.2 -0.433
C 4.779123 0.357485 -0.427236 0.6 0.1 0.4 -0.527
C 3.475083 0.801333 -0.546469 -0.4 0.0 -0.1 -0.525
H -0.917844 -3.378066 -0.261560 -0.2 0.0 0.0 0.470
H -0.943843 0.026448 -2.890045 0.0 0.0 0.1 0.477
H 0.487712 -0.872635 -3.370518 0.1 0.2 0.0 0.526
H 0.824603 1.886602 -1.929921 0.1 -0.1 -0.1 0.246
H 0.683699 1.684921 1.207585 -0.3 0.3 -0.5 0.164
H -1.309116 0.644699 0.549173 0.1 0.4 -0.4 0.127
H 2.439762 -1.739581 -2.529381 0.0 -0.1 0.0 0.344
H 4.766308 -2.354231 -2.177983 0.1 0.0 0.0 0.429
H 5.466002 0.938545 0.178469 0.1 -0.1 -0.1 0.372
H 3.172239 1.713211 -0.046564 0.1 0.0 0.0 0.375
C 7.990003 1.244013 -3.158037 0.1 -0.1 0.0 -1.124
C 7.168936 1.301323 -4.434350 -0.2 0.1 0.4 0.477
C 6.063959 2.342568 -4.342008 -0.1 0.0 -0.2 -0.958
O 6.607407 0.014085 -4.709638 0.0 0.0 -0.3 -0.473
H 7.349309 0.968454 -2.314270 0.0 0.0 0.0 0.129
H 8.770247 0.487719 -3.237294 0.0 0.0 0.0 0.314
H 8.457266 2.204291 -2.937148 0.0 0.0 0.0 0.398
H 7.816901 1.530515 -5.280627 0.0 -0.1 -0.1 0.325
H 5.377749 2.097364 -3.522726 0.1 0.0 0.1 0.090
H 5.481148 2.366105 -5.263601 0.0 0.0 0.0 0.210
H 6.469942 3.338373 -4.161582 0.0 0.0 0.0 0.406
H 6.030074 -0.214332 -3.974078 0.0 0.0 0.1 0.238
C -4.205020 2.140352 1.119322 0.2 0.0 0.0 -0.894
C -4.041529 1.614190 -0.297317 -0.4 0.0 0.2 0.422
C -5.376270 1.261476 -0.928473 0.1 -0.1 -0.1 -1.349
O -3.173131 0.464187 -0.303533 0.2 0.1 0.0 -0.465
H -4.669101 1.382513 1.755798 0.0 0.0 0.0 -0.074
H -3.238392 2.390594 1.560553 0.0 0.0 0.0 0.308
H -4.831185 3.031940 1.137557 0.0 0.0 0.0 0.461
H -3.534626 2.362668 -0.909698 0.1 -0.1 0.0 0.231
H -5.875362 0.479409 -0.350283 0.0 0.0 0.1 0.345
H -5.237960 0.886282 -1.942585 0.0 0.0 0.0 0.323
H -6.033013 2.130215 -0.965854 0.0 0.0 0.0 0.406
H -3.599886 -0.220701 0.226777 0.0 -0.1 -0.1 0.289
C 0.527923 -2.873619 4.720870 0.0 0.1 0.1 -1.144
C -0.770114 -2.971528 3.936396 0.2 0.1 -0.1 0.390
C -0.614766 -3.839769 2.697909 0.0 0.0 -0.1 -1.167
O -1.219886 -1.665929 3.558420 -0.2 0.0 0.2 -0.192
H 1.309883 -2.422152 4.103553 0.0 -0.1 0.0 0.211
H 0.395054 -2.245096 5.601913 0.0 0.0 0.0 0.250
H 0.870514 -3.856871 5.045282 0.0 0.0 0.0 0.414
H -1.551585 -3.382261 4.577239 -0.1 0.1 0.0 0.341
H 0.131579 -3.387555 2.037063 0.1 -0.1 0.0 0.151
H -1.560995 -3.897659 2.155851 0.0 0.0 0.1 0.297
H -0.292451 -4.851856 2.944649 0.0 0.0 0.0 0.415
H -0.539922 -1.281235 2.992591 0.1 -0.1 -0.1 0.197
C -2.348392 0.150084 7.820467 0.0 0.1 0.0 -1.319
C -3.255860 0.380721 6.622727 0.2 -0.2 0.0 0.445
C -3.750512 -0.925177 6.029612 -0.1 0.0 -0.1 -0.629
O -2.570361 1.131322 5.614526 0.0 0.2 0.0 -0.565
H -1.469181 -0.429023 7.522945 0.0 -0.1 0.0 0.234
H -1.998288 1.099700 8.225712 0.0 0.0 0.0 0.341
H -2.866341 -0.395624 8.609979 0.0 0.0 0.0 0.375
H -4.103774 0.997376 6.925351 0.0 0.1 -0.1 0.285
H -2.901250 -1.516341 5.676328 0.0 0.0 0.0 -0.042
H -4.394038 -0.732127 5.170977 -0.1 0.0 0.0 0.085
H -4.310569 -1.518080 6.754073 0.0 0.0 0.0 0.427
H -1.828373 0.589838 5.319514 -0.1 -0.1 0.0 0.338
C -8.192820 1.388398 2.871812 0.0 -0.1 -0.1 -1.077
C -7.804274 0.546785 4.077523 0.2 0.3 0.0 0.347
C -7.285356 1.406682 5.218609 0.0 -0.1 0.1 -1.141
O -6.825466 -0.426049 3.708796 -0.1 -0.1 -0.1 -0.494
H -7.321894 1.934924 2.495546 0.0 0.0 0.1 0.134
H -8.562096 0.754217 2.065172 0.0 0.0 0.0 0.301
H -8.966477 2.113522 3.126300 0.0 0.0 0.0 0.401
H -8.669448 -0.025107 4.414515 0.0 -0.1 0.0 0.304
H -6.387013 1.947920 4.905869 0.0 0.0 0.0 0.259
H -7.014998 0.785872 6.073279 0.0 0.0 0.0 0.267
H -8.029958 2.136236 5.539134 0.0 0.0 0.0 0.444
H -6.042397 0.049813 3.411249 0.0 0.0 0.1 0.211
C 4.836033 1.049502 -8.346406 0.0 0.2 0.0 -1.015
C 5.517958 -0.153924 -8.976410 -0.1 -0.1 0.3 0.329
C 4.748238 -1.438642 -8.707519 0.0 -0.1 -0.1 -1.147
O 6.851537 -0.268362 -8.491054 0.0 0.0 -0.1 -0.545
H 4.792532 0.929301 -7.259104 0.0 -0.1 0.0 0.089
H 5.399423 1.960469 -8.551068 0.0 0.0 0.0 0.306
H 3.819153 1.178155 -8.721987 0.0 0.0 0.0 0.402
H 5.604146 -0.001893 -10.053030 0.1 0.0 0.0 0.316
H 4.692814 -1.625410 -7.630723 0.0 0.0 0.0 0.237
H 5.253583 -2.288898 -9.164950 0.0 0.0 0.0 0.316
H 3.731929 -1.384006 -9.101860 0.0 0.0 0.0 0.361
H 6.800402 -0.408149 -7.537565 0.1 0.0 0.0 0.335
```
Positions in Å, forces in eV/Å.

=====

# 2
C4H7N3 | ωB97M-V/def2-TZVPD

Its strongest force on any atom is 0.235 eV/A. The charge is 0. The value obtained for the relative energy (zero: lowest compared OMol25 entry of this formula, charge and spin) is 8.86 kJ/mol. As for the electronic energy: -320.87992 Ha. The orbital gap is 8.0727 eV. The SMILES is Nc1c[nH]c(N)c1. The multiplicity is 1. For the LUMO energy, the calculation gives 1.1 eV. The HOMO energy comes out at -7.0 eV.

```
14
Properties=species:S:1:pos:R:3:forces:R:3:mulliken_charge:R:1
N -2.481790 -0.336252 0.135663 0.0 0.0 0.1 -0.535
C -1.112509 -0.110747 -0.037060 0.2 0.2 0.1 0.052
C -0.012607 -0.922726 0.134022 0.0 0.0 0.1 -0.728
C 1.139798 -0.073922 0.099222 -0.2 0.2 -0.1 0.947
N 2.458646 -0.478794 0.389912 0.1 0.0 -0.2 -0.560
C 0.708984 1.201685 -0.155488 0.2 0.0 0.1 -0.917
N -0.675555 1.162115 -0.234071 -0.1 -0.1 0.0 -0.018
H -3.079368 -0.088415 -0.636363 0.0 -0.2 -0.1 0.216
H -2.700883 -1.238881 0.524557 0.0 0.0 -0.2 0.213
H -0.020854 -1.995262 0.286579 0.0 0.2 0.1 0.304
H 3.142293 0.185631 0.049307 -0.1 -0.1 0.0 0.237
H 2.674278 -1.394380 0.016996 0.0 0.1 0.0 0.251
H 1.242788 2.138849 -0.205106 0.0 -0.1 -0.1 0.345
H -1.283223 1.951104 -0.368175 0.1 0.0 0.1 0.192
```
Positions in Å, forces in eV/Å.

=====

# 3
C31H32N10O3S2W | ωB97M-V/def2-TZVPD

Its strongest force on any atom is 0.401 eV/A. The expectation value of S² is 2.017. The charge is +2. The value obtained for the relative energy (zero: lowest compared OMol25 entry of this formula, charge and spin) is 0.00 kJ/mol. As for the electronic energy: -2836.98638 Ha. The orbital gap (alpha / beta) is 6.0105 / 6.4244 eV. The multiplicity is 3. For the LUMO energy (alpha / beta), the calculation gives -6.1 / -6.1 eV. The HOMO energy (alpha / beta) comes out at -12.1 / -12.6 eV.

```
79
Properties=species:S:1:pos:R:3:forces:R:3:mulliken_charge:R:1
W 0.046195 0.111623 -0.360529 -0.1 0.0 0.1 1.137
C -2.682755 -0.476453 -3.847779 0.0 0.0 0.0 -2.048
C -1.603322 -0.549417 -2.829113 0.0 0.0 0.1 0.891
N -1.422153 0.372174 -1.948727 -0.1 0.1 -0.3 0.559
N -2.307193 1.434169 -1.966869 0.2 -0.1 0.3 -0.595
C -2.090752 2.435267 -1.069477 -0.1 -0.1 -0.1 0.633
N -2.971270 3.426357 -1.104848 0.0 0.0 0.0 -0.369
S -0.797210 2.446033 0.012375 0.0 0.0 0.0 -0.455
C -0.695427 -1.706110 -2.718592 0.0 0.0 0.0 1.154
C -0.713374 -2.747960 -3.623507 0.0 0.0 0.0 -1.078
C 0.175192 -3.804104 -3.468240 0.0 0.0 0.0 -0.644
C 1.057749 -3.777565 -2.409004 0.0 0.0 0.0 -1.263
C 1.022158 -2.701315 -1.537434 0.0 0.0 0.0 0.142
N 0.165174 -1.687812 -1.673503 0.0 0.0 0.0 0.350
H -3.624059 -0.782399 -3.381573 0.0 0.0 0.0 0.368
H -2.493506 -1.123916 -4.695982 0.0 0.0 0.0 0.562
H -2.788051 0.545677 -4.210352 0.0 0.0 0.0 0.413
H -3.285578 1.207015 -2.176272 -0.1 0.1 0.0 0.393
H -3.701536 3.456522 -1.798326 0.0 0.0 0.0 0.193
H -2.905530 4.175352 -0.435584 0.0 0.0 0.0 0.251
H -1.409413 -2.749323 -4.446788 0.0 0.0 0.0 0.322
H 0.173027 -4.625795 -4.171088 0.0 0.0 0.0 0.466
H 1.774771 -4.569141 -2.246240 0.0 0.0 0.0 0.506
H 1.709513 -2.645639 -0.708553 0.0 0.0 0.0 0.467
C 0.910996 -2.289250 1.932408 0.0 0.0 0.0 -1.959
C 2.089486 -1.488709 1.460444 0.0 0.0 0.0 1.099
C 3.318227 -1.761101 2.086026 0.0 0.0 0.0 -1.180
C 4.466483 -1.181314 1.639686 0.0 0.0 0.0 -1.230
C 4.416808 -0.339873 0.510332 0.0 0.0 0.0 1.224
C 5.587078 0.209213 -0.055947 0.0 0.0 0.0 -0.955
C 5.503919 0.973336 -1.185503 0.0 0.0 0.0 -0.948
C 4.253160 1.230134 -1.768820 0.0 0.0 0.0 -0.367
C 3.094111 0.733986 -1.218272 0.0 0.0 0.0 1.299
S 1.540130 1.153018 -1.910191 0.0 0.0 -0.1 -0.509
C 3.157692 -0.073782 -0.064440 0.0 0.0 0.0 -1.511
N 1.987429 -0.617191 0.452005 0.0 0.0 0.0 1.674
H 1.241324 -3.309872 2.126343 0.0 0.0 0.0 0.651
H 0.105757 -2.329504 1.201496 0.0 0.0 0.0 0.285
H 0.520115 -1.890251 2.868279 0.0 0.0 0.0 0.337
H 3.328170 -2.451634 2.917990 0.0 0.0 0.0 0.612
H 5.414316 -1.373290 2.122109 0.0 0.0 0.0 0.423
H 6.538306 0.001779 0.416230 0.0 0.0 0.0 0.487
H 6.395744 1.386047 -1.636941 0.0 0.0 0.0 0.433
H 4.191530 1.839771 -2.661374 0.0 0.0 0.0 0.512
C -7.736450 1.785173 -2.332652 0.0 0.0 0.0 -0.982
C -6.318328 1.494547 -2.174638 0.0 0.0 0.0 0.367
N -5.200388 1.261976 -2.059806 0.0 0.1 -0.1 -0.462
H -8.020015 1.652404 -3.375265 0.0 0.0 0.0 0.293
H -7.938842 2.811497 -2.032308 0.0 0.0 0.0 0.298
H -8.322840 1.107983 -1.714407 0.0 0.0 0.0 0.300
N 3.549996 1.072629 5.059863 0.0 0.0 0.0 -0.375
C 4.273429 1.213582 3.916391 0.0 0.1 0.1 0.085
O 5.370472 0.712603 3.761781 0.0 -0.1 -0.1 -0.610
C 3.629055 2.003320 2.819012 -0.1 -0.1 0.0 0.728
C 4.432632 2.778942 1.991105 0.0 0.0 0.0 -0.270
C 3.842504 3.456632 0.943472 0.0 0.0 0.0 -0.872
C 2.479529 3.293289 0.734003 -0.1 0.0 0.0 -0.201
N 1.701085 2.524080 1.492371 0.2 0.0 0.1 -0.166
C 2.274999 1.911748 2.529782 0.0 0.0 0.0 -0.676
H 4.029090 0.651529 5.841009 0.0 0.0 0.0 0.280
H 2.823659 1.734942 5.273663 0.0 0.0 0.0 0.221
H 5.496238 2.838045 2.183153 0.0 0.0 0.0 0.494
H 4.422100 4.090556 0.286956 0.0 0.0 0.0 0.490
H 1.988951 3.791429 -0.095906 0.0 0.0 0.0 0.393
H 1.622856 1.283517 3.127370 0.0 0.0 0.0 0.497
C -5.096842 -2.202895 1.077013 0.0 0.0 0.0 -0.892
N -3.825610 -1.522780 1.336372 0.0 0.1 0.0 0.104
C -3.502627 -1.062694 2.569450 0.0 0.0 0.0 0.133
C -2.333963 -0.426169 2.841568 0.0 0.0 0.0 -1.382
C -1.457155 -0.293264 1.745997 0.0 0.0 0.0 0.422
O -0.290321 0.248082 1.734527 0.1 0.0 0.0 -0.552
N -1.776013 -0.760136 0.529885 0.0 0.1 0.0 0.289
C -2.970446 -1.360920 0.243312 0.1 -0.3 0.0 0.000
O -3.274900 -1.772159 -0.861625 0.0 0.1 0.0 -0.600
H -5.643404 -2.287713 2.011497 0.0 0.0 0.0 0.315
H -4.907905 -3.192205 0.668049 0.0 0.0 0.0 0.329
H -5.676057 -1.633450 0.353726 0.0 0.0 0.0 0.276
H -4.245945 -1.235115 3.336176 0.0 0.0 0.0 0.416
H -2.091975 -0.053758 3.823251 0.0 0.0 0.0 0.576
```
Positions in Å, forces in eV/Å.

=====

Q: What is the multiplicity in the first record?
A: 1

=====

Q: electronic energy of number 2 (C4H7N3)?
A: -320.87992 Ha

=====

Q: Which of these has the lowest charge?
A: C4H7N3